No. 1
ORCA calculation (the ωB97M-V functional and the def2-TZVPD basis) on the molecule C5H6N4O2 at a distorted geometry.

XYZ file:
```
17
Properties=species:S:1:pos:R:3:forces:R:3:lowdin_charge:R:1
O 0.988385 -1.556070 0.761873 -1.18 -1.15 0.97 0.031
C 0.954836 -0.644352 -0.253069 -1.64 0.16 -1.51 -0.435
O 1.006612 -1.368635 -1.515067 0.13 0.49 0.65 0.011
C 2.169799 0.268619 -0.235746 -0.41 -1.82 -0.60 -0.078
N 1.942220 1.495458 -0.137259 -0.62 0.66 1.06 0.081
N 0.601652 1.666745 0.312442 -0.37 0.89 -0.99 0.027
C -0.258604 0.536168 -0.046765 2.21 -1.45 0.35 -0.406
C -1.159449 0.118465 1.020370 0.51 0.03 2.85 -0.029
C -2.388869 0.038056 0.529860 -0.01 -0.73 2.82 -0.136
N -2.302838 0.340127 -0.773228 0.66 0.68 -5.25 0.021
N -1.108377 0.606309 -1.205476 -2.47 0.19 0.97 0.104
H 0.145499 -2.110498 0.840030 1.69 1.24 -0.54 0.157
H 0.255686 -1.457328 -2.130991 -0.02 0.77 1.01 0.107
H 3.096660 -0.278956 -0.405300 0.16 0.89 -0.13 0.137
H 0.208695 2.617594 0.135375 0.72 -1.31 -0.15 0.148
H -0.818452 -0.023225 2.057667 -0.25 0.05 -0.70 0.135
H -3.333455 -0.248469 1.045282 0.88 0.41 -0.79 0.125
```
Positions in Å, forces in eV/Å.

DFT total energy = -15333.4093 eV
SMILES = OC1(O)C=NN[C@]12C=CN=N2
Relative energy (zero: lowest compared OMol25 entry of this formula, charge and spin) = 106.2 kcal per mole
2S+1 = 1
Total charge = 0



No. 2
ORCA calculation (the ωB97M-V functional and the def2-TZVPD basis) on a 2-piece molecular cluster, C4H12 overall at a distorted geometry.

XYZ file:
```
16
Properties=species:S:1:pos:R:3:forces:R:3:lowdin_charge:R:1
C -1.837830 1.141475 0.771468 0.70 0.55 0.33 -0.180
C -2.195757 -0.254793 0.273176 1.01 -0.22 0.37 -0.157
H -1.597226 1.971710 0.100578 -0.80 -0.34 -0.64 0.064
H -2.553524 1.474127 1.517738 -0.16 0.26 -0.09 0.057
H -0.870013 1.115718 1.281301 -0.14 -0.49 0.40 0.045
H -2.984500 -0.392940 -0.458169 -0.23 0.40 0.05 0.060
H -2.420176 -0.816237 1.181284 -0.34 -0.22 -0.18 0.065
H -1.302171 -0.748846 -0.118154 -0.06 0.07 -0.23 0.043
C 1.970054 -0.876046 -1.150511 0.83 -0.14 0.38 -0.164
C 2.039510 0.011712 0.091170 -1.00 0.15 0.22 -0.164
H 2.063538 -0.237728 -2.027725 -0.59 -0.20 -0.20 0.063
H 2.799119 -1.582575 -1.238039 0.15 0.11 0.23 0.058
H 1.080095 -1.499084 -1.114985 -0.22 0.21 -0.41 0.052
H 2.311886 -0.479613 1.024415 0.40 -0.17 -0.18 0.064
H 1.027242 0.375001 0.299657 0.03 0.09 -0.11 0.032
H 2.621242 0.913640 -0.061169 0.43 -0.06 0.06 0.060
```
Positions in Å, forces in eV/Å.

DFT total energy = -4342.1560 eV
SMILES = CC.CC
Relative energy (zero: lowest compared OMol25 entry of this formula, charge and spin) = 8.6 kcal per mole
2S+1 = 1
Total charge = 0



No. 3
ORCA calculation (the ωB97M-V functional and the def2-TZVPD basis) on C40H34Cl3N5O4Ti as an isolated structure at a distorted geometry.

XYZ file:
```
87
Properties=species:S:1:pos:R:3:forces:R:3:lowdin_spin:R:1
Ti -0.629974 1.132607 -0.319894 -1.26 0.37 -0.91 1.137
C -2.071134 3.448154 1.317673 0.09 -0.34 -0.23 0.005
C -3.356686 2.656801 1.032009 0.14 -0.17 0.08 0.004
C -3.343873 1.162406 1.303059 -0.15 0.27 0.07 0.007
C -4.211001 0.646540 2.262626 0.02 0.33 -0.11 0.000
C -4.308457 -0.717445 2.448909 -0.21 -0.07 0.27 0.004
C -3.543182 -1.545967 1.662092 0.10 -0.16 -0.16 0.000
C -2.676058 -0.964547 0.756100 0.00 -0.12 -0.12 0.007
N -2.557076 0.354024 0.574130 -0.10 -0.21 0.46 0.013
N -0.992420 3.298555 0.309769 0.12 0.19 0.03 0.009
C -1.278131 4.044209 -0.942387 0.00 -0.17 0.15 0.018
C -2.244151 3.271034 -1.774258 0.14 -0.54 0.32 0.109
C -3.260567 3.833748 -2.483100 -0.32 0.04 -0.28 0.023
C -4.177899 3.013236 -3.171716 0.04 -0.01 0.03 0.226
C -3.981219 1.623360 -3.081117 -0.07 0.22 -0.07 0.024
C -2.930782 1.116036 -2.370070 0.56 0.34 0.19 0.142
N -2.020487 1.911902 -1.678345 -0.68 0.32 -0.36 0.135
C 0.290712 3.753974 0.872738 -0.20 -0.13 -0.19 0.003
C 1.449195 3.238693 0.061712 -0.06 0.18 0.09 0.009
C 2.642729 3.937888 -0.005893 -0.19 0.18 0.23 0.000
C 3.721091 3.375911 -0.656342 0.33 0.17 -0.01 0.008
C 3.579622 2.122837 -1.212059 -0.07 -0.29 -0.12 0.000
C 2.343883 1.504195 -1.132815 0.23 -0.10 -0.17 0.011
N 1.284267 2.052476 -0.538437 0.88 0.47 -0.06 0.010
H -1.663650 3.116159 2.268632 0.09 -0.02 0.14 0.000
H -2.322909 4.509095 1.406493 -0.06 0.10 0.00 0.001
H -3.686801 2.809568 0.008036 -0.06 0.05 -0.07 0.001
H -4.126964 3.086213 1.672313 -0.02 0.03 0.04 0.000
H -4.815267 1.330744 2.846367 0.04 -0.05 -0.02 0.000
H -4.975613 -1.124948 3.200196 0.02 0.03 -0.05 0.000
H -3.580502 -2.622874 1.757066 0.02 0.03 0.00 0.000
H -2.023389 -1.579653 0.153657 0.08 -0.02 -0.03 0.001
H -0.332757 4.146800 -1.478436 0.09 -0.01 -0.04 0.005
H -1.658109 5.041859 -0.717250 0.00 0.18 0.05 0.000
H -3.350478 4.915687 -2.508549 -0.02 -0.08 0.04 -0.003
H -5.000822 3.433619 -3.735027 0.07 -0.03 0.04 0.017
H -4.657726 0.934331 -3.574183 0.05 0.04 0.01 -0.004
H -2.762011 0.048943 -2.325563 0.03 -0.04 0.09 0.010
H 0.376448 3.338618 1.873852 0.03 -0.08 0.19 0.000
H 0.331016 4.842770 0.945713 0.01 0.17 0.00 0.000
H 2.716595 4.910447 0.465462 -0.01 -0.04 -0.02 0.000
H 4.663902 3.909094 -0.719333 -0.08 -0.05 0.01 0.001
H 4.395582 1.623655 -1.718297 -0.03 0.00 0.04 0.000
H 2.196683 0.526410 -1.562878 -0.06 -0.04 -0.07 0.001
Cl -1.666402 -4.789777 4.634475 0.01 0.04 0.00 0.000
C -1.177848 -3.197341 4.120803 -0.03 -0.02 0.06 0.001
C -0.580291 -3.041944 2.883295 0.10 0.04 -0.12 0.000
C -0.228217 -1.766353 2.460840 0.05 -0.23 0.00 0.001
C -0.455878 -0.669183 3.279272 0.01 0.00 -0.15 0.000
C -1.036401 -0.847604 4.526736 0.00 -0.06 0.21 0.000
C -1.406970 -2.114941 4.956223 -0.05 0.11 0.02 0.000
C -0.189716 0.724793 2.784102 -0.31 -0.22 -0.77 0.004
O -0.223733 1.667055 3.555294 0.11 0.41 0.13 0.004
O -0.021507 0.828134 1.493317 0.32 -0.06 1.52 0.007
H -0.411709 -3.905660 2.252266 0.02 0.03 -0.01 0.000
H 0.201672 -1.617344 1.479100 0.03 -0.02 -0.02 0.000
H -1.197629 0.021692 5.154424 -0.02 -0.07 -0.05 0.000
H -1.878537 -2.265893 5.920136 0.05 0.01 -0.07 0.000
Cl 4.540685 -0.937806 -3.766195 -0.02 -0.05 0.11 0.000
C 4.935794 -1.334645 -2.109658 -0.04 -0.05 -0.06 0.000
C 6.197868 -1.011631 -1.653862 0.02 0.02 -0.01 0.000
C 6.544006 -1.293450 -0.340396 0.03 0.03 0.00 0.000
C 5.594449 -1.843087 0.499157 0.04 0.00 0.04 0.000
C 4.316396 -2.128992 0.038547 0.00 -0.02 0.15 0.000
Cl 3.156183 -2.628298 1.221643 -0.11 0.08 0.04 0.000
C 3.952939 -1.944076 -1.300160 -0.12 -0.12 -0.28 0.000
N 2.708064 -2.224144 -1.850119 0.01 -0.09 0.37 0.000
C 1.813478 -3.301349 -1.636005 0.29 0.23 -0.02 0.000
C 2.191413 -4.476929 -1.005453 0.05 -0.14 0.00 0.000
C 1.258515 -5.482667 -0.788368 -0.07 0.01 -0.04 0.000
C -0.052607 -5.330141 -1.219219 0.06 0.08 0.00 0.000
C -0.407390 -4.172884 -1.906843 -0.03 -0.05 -0.04 0.000
C 0.511918 -3.160855 -2.137552 0.03 0.04 0.00 0.000
C 0.157597 -1.913452 -2.895467 -0.09 -0.15 0.08 0.002
C 0.008737 -0.686064 -2.021625 0.26 -0.34 0.59 0.017
O -0.033559 0.444680 -2.522446 0.10 -0.09 -0.17 0.017
O -0.074671 -0.836875 -0.748365 -0.06 -0.36 -0.55 0.013
H 6.903899 -0.550512 -2.333649 -0.06 -0.04 0.03 0.000
H 7.536807 -1.062187 0.028729 -0.11 -0.03 -0.04 0.000
H 5.818789 -2.033966 1.540908 -0.03 0.02 -0.05 0.000
H 2.537913 -1.718053 -2.697461 0.02 0.08 -0.22 0.000
H 3.217784 -4.610004 -0.687902 -0.06 -0.01 0.00 0.000
H 1.566158 -6.392762 -0.286871 -0.02 0.05 -0.01 0.000
H -0.787451 -6.106965 -1.037711 0.08 0.07 -0.03 0.000
H -1.423122 -4.049797 -2.275205 0.11 -0.02 0.02 0.000
H -0.776581 -2.022180 -3.447929 -0.07 -0.11 0.04 0.001
H 0.907523 -1.683707 -3.653460 -0.05 0.07 -0.17 0.000
```
Positions in Å, forces in eV/Å.

DFT total energy = -118360.4608 eV
Relative energy (zero: lowest compared OMol25 entry of this formula, charge and spin) = 11.1 kcal per mole
2S+1 = 3
Total charge = 0



No. 4
ORCA calculation (the ωB97M-V functional and the def2-TZVPD basis) on a 2-piece molecular cluster, C4H12S4 overall at a distorted geometry.

XYZ file:
```
20
Properties=species:S:1:pos:R:3:forces:R:3:lowdin_charge:R:1
C 0.628782 0.744699 -2.586404 1.52 1.80 -0.30 -0.256
C -0.445428 -0.242511 -2.531424 0.05 -1.59 0.56 -0.677
S -1.859917 0.510509 -3.369214 -1.41 -0.15 1.35 0.464
S -2.863627 1.383869 -1.687064 0.57 -0.32 -0.91 0.307
H 0.738872 0.966089 -3.661333 0.43 0.35 0.47 0.067
H 1.609882 0.435019 -2.188714 -0.41 -0.12 -0.07 0.077
H 0.313862 1.665899 -2.067924 0.30 -0.18 -0.23 0.070
H -0.069718 -1.122950 -3.087414 -0.80 0.12 0.10 0.084
H -0.645497 -0.561991 -1.490584 -0.41 0.12 -0.67 0.060
H -3.649017 0.364659 -1.278564 0.18 -0.04 -0.28 -0.203
C 1.030522 -0.379061 1.100294 -0.29 -1.65 0.80 -0.171
C 0.040942 -0.003781 2.227704 0.07 1.73 -0.56 -0.640
S -0.508038 -1.320060 3.382774 0.55 0.51 -0.63 0.406
S 1.200782 -1.457200 4.486723 0.20 -0.29 0.41 0.304
H 1.328892 0.331389 0.311085 -0.58 0.19 0.71 0.064
H 0.612782 -1.280980 0.622145 0.47 0.22 -0.11 0.062
H 1.928732 -0.667750 1.671685 -0.02 -0.12 -0.65 0.052
H 0.588572 0.758099 2.815154 -0.74 -0.28 0.09 0.058
H -0.889427 0.464769 1.853114 0.38 -0.26 0.09 0.061
H 0.908052 -0.588721 5.477963 -0.06 -0.05 -0.17 -0.188
```
Positions in Å, forces in eV/Å.

DFT total energy = -47683.1751 eV
SMILES = CCSS.CCSS
Relative energy (zero: lowest compared OMol25 entry of this formula, charge and spin) = 14.2 kcal per mole
2S+1 = 1
Total charge = 0



No. 5
ORCA calculation (the ωB97M-V functional and the def2-TZVPD basis) on a 2-piece molecular cluster, C4H10NO overall at a distorted geometry.

XYZ file:
```
16
Properties=species:S:1:pos:R:3:forces:R:3:lowdin_charge:R:1
C -0.427278 1.561689 0.126055 -0.75 0.95 -0.52 -0.019
C 0.192270 0.322633 0.478760 1.97 1.36 0.62 0.016
C 1.168930 -0.297164 -0.333416 -0.69 -0.94 -0.80 -0.077
C 2.550887 0.508929 -0.188932 0.45 1.32 -0.07 -0.162
O 3.571120 -0.056153 -0.221339 0.16 -0.56 0.11 0.201
N -2.508829 -2.175781 -0.241893 -0.03 -0.19 -0.07 0.024
H -0.015543 2.260390 0.876816 -0.08 0.10 0.04 0.143
H -1.507971 1.668106 0.291647 0.00 -0.32 0.39 0.139
H -0.266523 1.959567 -0.875078 0.20 -0.44 -0.15 0.117
H 0.359220 0.251021 1.557800 -0.88 -1.06 0.01 0.162
H 0.993560 -0.228500 -1.411178 -0.15 0.11 0.00 0.158
H 1.470711 -1.295113 -0.073472 -0.03 -0.46 0.35 0.144
H 2.471952 1.611163 -0.167172 -0.21 -0.08 -0.02 0.156
H -3.472369 -1.927706 -0.429586 0.03 0.27 -0.18 0.019
H -2.011831 -1.352507 0.069772 -0.23 0.12 0.12 -0.036
H -2.568299 -2.810572 0.541210 0.22 -0.17 0.17 0.015
```
Positions in Å, forces in eV/Å.

DFT total energy = -7837.6035 eV
Relative energy (zero: lowest compared OMol25 entry of this formula, charge and spin) = 85.6 kcal per mole
2S+1 = 1
Total charge = +1



No. 6
ORCA calculation (the ωB97M-V functional and the def2-TZVPD basis) on a 3-piece molecular cluster, C12H29INO6 overall at a distorted geometry.

XYZ file:
```
49
Properties=species:S:1:pos:R:3:forces:R:3:lowdin_charge:R:1
O -1.990815 0.768434 -6.277330 -0.26 0.43 -0.16 -0.110
O -0.760966 0.326275 -5.687957 -0.35 0.16 0.24 -0.218
C -0.095733 -0.664064 -6.573587 0.95 -1.08 -0.42 -0.401
N 0.294779 -1.814882 -5.918853 -0.16 0.48 0.54 -0.136
C -0.802810 -2.474062 -5.281050 0.40 -0.61 -0.43 -0.396
C -0.394286 -2.920372 -3.884273 0.46 0.24 -0.28 -0.338
C -0.252811 -1.779145 -2.894295 -0.27 -0.49 0.13 -0.627
I 1.653354 -0.804541 -2.905397 -0.11 0.04 -0.03 0.749
H -2.615528 0.067245 -6.046693 0.17 -0.14 0.09 0.059
H 0.799286 -0.173089 -6.956136 0.14 0.27 -0.17 0.081
H -0.776101 -0.816109 -7.432259 -0.58 0.33 0.00 0.088
H -1.100083 -3.411515 -5.804822 -0.20 -0.03 -0.15 0.081
H -1.712708 -1.862704 -5.212359 -0.28 0.12 0.12 0.083
H 0.578926 -3.378794 -4.012718 0.27 -0.32 0.00 0.073
H -1.053198 -3.697414 -3.492002 -0.32 0.06 0.22 0.090
H -1.018921 -1.037356 -3.064450 0.04 0.47 -0.12 0.037
H -0.357341 -2.150572 -1.885018 0.14 0.08 0.35 0.009
C 1.711647 -0.754760 0.912441 0.04 0.02 0.02 -0.142
O 0.750610 -1.794137 0.811948 0.02 0.05 0.16 -0.209
C 1.194803 -3.031628 1.331604 -0.22 0.05 -0.22 -0.207
C 0.619925 -3.288086 2.707370 0.25 -0.10 0.08 -0.207
O 1.114562 -2.361080 3.662955 -0.11 0.00 0.03 -0.190
C 0.209745 -1.305926 3.924348 0.02 0.06 0.01 -0.117
H 1.208554 0.181177 0.679318 -0.04 -0.03 -0.06 0.083
H 2.130560 -0.690633 1.921958 -0.03 -0.04 0.01 0.081
H 2.512832 -0.907817 0.185941 0.02 0.01 0.01 0.041
H 2.287807 -3.071949 1.361457 0.02 0.00 0.03 0.128
H 0.845867 -3.815530 0.650719 0.04 -0.03 0.02 0.127
H 0.915395 -4.288934 3.040463 -0.01 0.01 -0.02 0.122
H -0.473015 -3.253301 2.666488 -0.03 0.03 -0.01 0.124
H -0.634617 -1.661221 4.528451 -0.03 0.02 -0.04 0.087
H -0.161732 -0.858065 3.000260 -0.02 0.01 0.02 0.081
H 0.745540 -0.542297 4.487184 0.02 -0.03 0.02 0.082
C 1.333203 2.707796 3.563268 0.02 -0.08 -0.05 -0.110
O 0.164297 2.196818 2.951613 0.04 0.12 0.07 -0.202
C -1.025396 2.534260 3.644073 -0.01 -0.23 -0.19 -0.208
C -1.757456 3.675144 2.973721 -0.07 0.17 0.19 -0.206
O -1.020389 4.885979 3.040686 0.08 -0.06 -0.08 -0.194
C -0.348889 5.196793 1.830799 -0.01 0.04 0.04 -0.108
H 2.153926 2.581610 2.859137 -0.01 -0.05 -0.02 0.091
H 1.232513 3.768855 3.803973 -0.01 0.01 0.02 0.083
H 1.566208 2.148066 4.476820 0.01 0.05 0.03 0.084
H -0.807972 2.781940 4.687862 0.00 0.05 0.01 0.126
H -1.670148 1.648977 3.632466 -0.02 0.02 0.03 0.124
H -2.705088 3.840653 3.496833 -0.01 -0.02 -0.02 0.124
H -1.984341 3.417758 1.935457 0.03 -0.03 -0.02 0.129
H -1.062877 5.525921 1.068768 0.03 -0.04 -0.05 0.089
H 0.217479 4.343361 1.452212 -0.02 -0.01 -0.02 0.086
H 0.341402 6.012920 2.038604 -0.03 0.02 0.04 0.087
```
Positions in Å, forces in eV/Å.

DFT total energy = -34784.0049 eV
2S+1 = 1
Total charge = -1



The lowest total charge belongs to which entry?
C12H29INO6



Copy entry 4 word for word.
ORCA calculation (the ωB97M-V functional and the def2-TZVPD basis) on a 2-piece molecular cluster, C4H12S4 overall at a distorted geometry.

XYZ file:
```
20
Properties=species:S:1:pos:R:3:forces:R:3:lowdin_charge:R:1
C 0.628782 0.744699 -2.586404 1.52 1.80 -0.30 -0.256
C -0.445428 -0.242511 -2.531424 0.05 -1.59 0.56 -0.677
S -1.859917 0.510509 -3.369214 -1.41 -0.15 1.35 0.464
S -2.863627 1.383869 -1.687064 0.57 -0.32 -0.91 0.307
H 0.738872 0.966089 -3.661333 0.43 0.35 0.47 0.067
H 1.609882 0.435019 -2.188714 -0.41 -0.12 -0.07 0.077
H 0.313862 1.665899 -2.067924 0.30 -0.18 -0.23 0.070
H -0.069718 -1.122950 -3.087414 -0.80 0.12 0.10 0.084
H -0.645497 -0.561991 -1.490584 -0.41 0.12 -0.67 0.060
H -3.649017 0.364659 -1.278564 0.18 -0.04 -0.28 -0.203
C 1.030522 -0.379061 1.100294 -0.29 -1.65 0.80 -0.171
C 0.040942 -0.003781 2.227704 0.07 1.73 -0.56 -0.640
S -0.508038 -1.320060 3.382774 0.55 0.51 -0.63 0.406
S 1.200782 -1.457200 4.486723 0.20 -0.29 0.41 0.304
H 1.328892 0.331389 0.311085 -0.58 0.19 0.71 0.064
H 0.612782 -1.280980 0.622145 0.47 0.22 -0.11 0.062
H 1.928732 -0.667750 1.671685 -0.02 -0.12 -0.65 0.052
H 0.588572 0.758099 2.815154 -0.74 -0.28 0.09 0.058
H -0.889427 0.464769 1.853114 0.38 -0.26 0.09 0.061
H 0.908052 -0.588721 5.477963 -0.06 -0.05 -0.17 -0.188
```
Positions in Å, forces in eV/Å.

DFT total energy = -47683.1751 eV
SMILES = CCSS.CCSS
Relative energy (zero: lowest compared OMol25 entry of this formula, charge and spin) = 14.2 kcal per mole
2S+1 = 1
Total charge = 0